[1]
# C5H8O

A single C5H8O molecule (wB97M-V/def2-TZVPD, the OMol25 dataset).

Computed properties:
- Relative energy (zero: lowest compared OMol25 entry of this formula, charge and spin): 526.7 kJ/mol

Atoms and positions in Å:
C 2.67 -0.34 -0.40
C 1.38 -0.07 0.04
C 0.30 0.58 0.29
C -1.08 0.58 -0.24
C -1.75 -0.80 -0.22
O -1.95 1.49 0.44
H 3.22 -1.21 -0.05
H 2.09 -0.11 1.01
H 3.19 0.33 -1.08
H -0.99 0.90 -1.29
H -1.76 -1.19 0.80
H -2.78 -0.71 -0.57
H -1.21 -1.50 -0.86
H -1.38 2.09 0.94

Mulliken atomic charge list, values in e, 4 entries:
1 C -0.872
2 C -0.254
3 C -0.171
4 C 0.819



[2]
# C16H25BrF5N2O

A gas-phase ion, C16H25BrF5N2O (charge +1) (wB97M-V/def2-TZVPD, the OMol25 dataset).

Computed properties:
- Structure (SMILES): CC[C@H]1C[C@@H](CC(=O)Br)[N@@H+](CCCC(F)(F)C(F)(F)F)[C@H]1N=C(C)C
- Total charge: +1
- Electronic energy: -105637.0529 eV

Atoms and positions in Å:
C 2.08 0.41 3.56
C 0.96 0.79 2.39
C 1.58 0.39 0.92
C 1.87 -1.24 0.62
C 1.95 -1.13 -1.02
C 2.33 -2.45 -1.91
C 4.00 -2.55 -1.92
O 4.71 -2.27 -3.05
Br 5.03 -3.04 -0.23
N 0.86 -0.19 -1.50
C -0.40 -0.75 -2.13
C -1.36 -1.60 -1.11
C -2.82 -0.86 -0.99
C -3.74 -1.35 0.28
F -5.01 -0.53 0.20
F -4.17 -2.76 0.08
C -3.11 -1.03 1.76
F -1.97 -1.89 2.16
F -4.21 -1.33 2.75
F -2.80 0.43 1.98
C 0.77 0.90 -0.45
N -0.57 1.29 0.13
C -0.91 2.59 -0.17
C -1.62 2.95 -1.62
C -0.67 3.80 0.91
H 2.83 -0.44 3.22
H 2.70 1.39 3.82
H 1.48 0.05 4.50
H 0.90 1.98 2.41
H -0.09 0.32 2.57
H 2.65 0.87 0.89
H 1.13 -2.00 1.11
H 2.90 -1.51 1.11
H 2.92 -0.44 -1.15
H 1.95 -3.42 -1.33
H 1.91 -2.44 -3.01
H 1.31 0.34 -2.31
H -0.06 -1.50 -2.99
H -0.99 0.12 -2.70
H -0.77 -1.73 -0.11
H -1.52 -2.70 -1.55
H -2.76 0.32 -1.00
H -3.42 -1.15 -1.97
H 1.25 1.95 -0.74
H -1.52 4.11 -1.77
H -1.03 2.32 -2.44
H -2.76 2.67 -1.66
H -0.76 3.46 2.04
H -1.47 4.63 0.71
H 0.43 4.21 0.72

Mulliken atomic charge list, values in e, 4 entries:
1 C -0.969
2 C 0.166
3 C -0.141
4 C -0.493



[3]
# C5H9N3

A single C5H9N3 molecule (wB97M-V/def2-TZVPD, the OMol25 dataset).

Computed properties:
- Structure (SMILES): C=C1[C@@H](C)N=CN1N
- Relative energy (zero: lowest compared OMol25 entry of this formula, charge and spin): 211.9 kJ/mol

Atoms and positions in Å:
C -0.61 1.69 -0.13
C -0.30 0.41 -0.10
C 1.03 -0.29 -0.37
C 2.25 0.14 0.37
N 0.83 -1.77 -0.22
C -0.42 -1.84 0.00
N -1.18 -0.64 0.03
N -2.56 -0.46 0.20
H -1.63 2.07 -0.32
H 0.19 2.37 -0.32
H 1.17 -0.18 -1.45
H 3.29 -0.22 0.09
H 2.38 1.26 0.25
H 2.13 0.01 1.44
H -0.95 -2.76 0.10
H -2.62 0.15 1.03
H -3.00 0.07 -0.61

Mulliken atomic charge list, values in e, 4 entries:
1 C -1.083
2 C 0.258
3 C 0.620
4 C -1.137



[4]
# C34H16F6FeIN9O4S2

A molecular structure, C34H16F6FeIN9O4S2 (wB97M-V/def2-TZVPD, the OMol25 dataset).

Computed properties:
- Total charge: -2
- Multiplicity: 5
- Relative energy (zero: lowest compared OMol25 entry of this formula, charge and spin): 0.0 kJ/mol

Atoms and positions in Å:
Fe -0.42 0.45 -0.41
C -0.02 -0.09 6.20
C -1.27 0.53 6.18
C -1.94 0.75 4.99
C -1.32 0.34 3.82
C -1.72 0.39 2.40
N -2.90 0.82 2.04
C -3.32 0.76 0.77
C -4.66 1.16 0.37
C -5.75 1.65 1.08
C -6.90 1.93 0.38
C -6.97 1.72 -1.01
C -5.89 1.23 -1.71
C -4.73 0.95 -1.00
C -3.43 0.43 -1.40
N -3.14 0.10 -2.64
C -1.97 -0.39 -3.00
N -0.88 -0.63 -2.22
C 0.05 -1.26 -2.96
N 1.22 -1.77 -2.56
C 1.59 -1.79 -1.31
N 0.93 -1.27 -0.23
C 1.64 -1.55 0.88
N 1.36 -1.23 2.13
C 0.25 -0.58 2.44
N -0.73 -0.13 1.63
C -0.08 -0.28 3.84
C 0.59 -0.51 5.03
C 2.85 -2.30 0.52
C 3.90 -2.80 1.28
C 4.92 -3.44 0.61
C 4.89 -3.59 -0.78
C 3.84 -3.10 -1.53
C 2.82 -2.45 -0.86
C -0.42 -1.39 -4.33
C 0.16 -1.94 -5.47
C -0.58 -1.91 -6.64
C -1.87 -1.36 -6.67
C -2.45 -0.83 -5.53
C -1.70 -0.84 -4.36
N -2.62 0.34 -0.29
H 0.49 -0.24 7.15
H -1.72 0.85 7.11
H -2.91 1.23 4.96
H -5.68 1.82 2.15
H -7.77 2.33 0.90
H -7.89 1.96 -1.53
H -5.93 1.06 -2.78
H 1.56 -0.99 5.02
H 3.91 -2.66 2.36
H 5.77 -3.83 1.17
H 5.72 -4.09 -1.27
H 3.81 -3.19 -2.61
H 1.15 -2.36 -5.44
H -0.16 -2.31 -7.56
H -2.43 -1.35 -7.60
H -3.45 -0.41 -5.54
F 4.04 2.72 -2.63
C 4.03 2.90 -1.30
F 5.28 3.25 -0.94
F 3.21 3.91 -1.02
S 3.49 1.37 -0.43
O 2.12 1.24 -0.83
O 4.43 0.37 -0.86
N 3.75 1.70 1.07
S 2.85 2.51 2.07
O 1.49 2.07 2.17
O 3.12 3.92 2.09
C 3.65 1.89 3.62
F 4.90 2.37 3.76
F 2.93 2.31 4.67
F 3.71 0.56 3.65
I -0.75 2.96 -1.24

Mulliken atomic charge list, values in e, 4 entries:
1 Fe 0.340
2 C -0.773
3 C -0.613
4 C 0.050



[5]
# CH4N5P

2 unconnected molecules or ions with the total composition CH4N5P (wB97M-V/def2-TZVPD, the OMol25 dataset).

Computed properties:
- Relative energy (zero: lowest compared OMol25 entry of this formula, charge and spin): 0.0 kJ/mol

Atoms and positions in Å:
C 0.19 -0.13 -1.64
N 0.23 -1.28 -1.64
N -0.26 2.06 1.74
N -0.18 0.97 1.50
N -0.26 -0.14 1.07
N 0.14 1.17 -1.79
P 0.39 -1.63 1.56
H -0.66 1.66 -1.41
H 1.01 1.67 -1.74
H 0.22 -2.19 0.31
H -0.81 -2.16 2.04

Mulliken atomic charge list, values in e, 4 entries:
1 C 0.468
2 N -0.487
3 N -0.631
4 N 0.778



[6]
# C47H37AsClN4OS2Ti

A molecular structure, C47H37AsClN4OS2Ti (wB97M-V/def2-TZVPD, the OMol25 dataset).

Computed properties:
- Total charge: +1
- Relative energy (zero: lowest compared OMol25 entry of this formula, charge and spin): 0.0 kJ/mol

Atoms and positions in Å:
Ti 0.13 0.50 -0.90
Cl -6.87 -2.00 -0.23
C -5.23 -1.51 -0.57
C -4.60 -1.98 -1.72
C -3.29 -1.63 -1.99
C -2.60 -0.81 -1.09
O -1.33 -0.54 -1.27
C -3.26 -0.29 0.03
C -2.62 0.67 0.89
N -1.49 1.24 0.64
C -1.14 2.34 1.45
C -2.01 3.15 2.14
C -1.53 4.19 2.95
C -0.18 4.41 3.07
C 0.73 3.62 2.35
C 2.14 3.76 2.46
C 2.94 2.91 1.76
C 2.35 1.98 0.88
N 1.06 1.86 0.70
C 0.24 2.62 1.49
C -4.59 -0.65 0.30
H -5.13 -2.64 -2.39
H -2.77 -2.02 -2.85
H -3.19 0.96 1.77
H -3.08 3.01 2.06
H -2.23 4.82 3.48
H 0.19 5.19 3.72
H 2.55 4.51 3.12
H 4.02 2.95 1.84
H 2.99 1.32 0.32
H -5.10 -0.27 1.17
S 2.50 -3.21 0.73
C 2.09 -2.35 2.18
C 2.40 -2.68 3.49
C 1.92 -1.86 4.49
C 1.14 -0.73 4.18
C 0.83 -0.41 2.88
C 1.32 -1.23 1.86
N 1.10 -1.06 0.49
C 1.65 -2.04 -0.19
C 1.59 -2.05 -1.65
C 2.06 -3.12 -2.42
C 1.97 -3.03 -3.80
C 1.42 -1.90 -4.39
C 0.96 -0.85 -3.61
C 1.05 -0.90 -2.22
H 2.98 -3.56 3.73
H 2.15 -2.08 5.52
H 0.77 -0.12 4.99
H 0.19 0.42 2.66
H 2.48 -4.00 -1.96
H 2.33 -3.85 -4.41
H 1.36 -1.84 -5.47
H 0.53 0.02 -4.10
C -2.39 3.28 -3.14
C -1.52 3.95 -3.99
C -0.16 3.75 -3.87
C 0.35 2.87 -2.90
C -0.51 2.15 -2.07
C -1.88 2.39 -2.20
C 1.81 2.67 -2.77
C 2.72 3.58 -3.37
C 4.05 3.36 -3.29
C 4.52 2.20 -2.62
C 5.89 1.89 -2.54
C 6.31 0.76 -1.90
C 5.36 -0.10 -1.31
C 4.03 0.19 -1.38
C 3.56 1.35 -2.03
N 2.21 1.62 -2.07
H -3.45 3.44 -3.22
H -1.90 4.63 -4.74
H 0.51 4.26 -4.55
H -2.59 1.86 -1.58
H 2.34 4.46 -3.87
H 4.76 4.05 -3.72
H 6.61 2.56 -3.00
H 7.36 0.52 -1.84
H 5.69 -1.00 -0.81
H 3.31 -0.48 -0.93
C -4.36 -4.86 1.44
As -3.20 -3.94 2.67
C -4.39 -2.86 3.75
C -2.53 -5.30 3.86
S -1.68 -2.85 1.75
H -5.08 -5.47 1.98
H -3.74 -5.48 0.79
H -4.89 -4.12 0.84
H -5.04 -3.49 4.35
H -4.99 -2.24 3.08
H -3.79 -2.22 4.39
H -3.35 -5.84 4.33
H -1.92 -4.82 4.63
H -1.91 -5.98 3.29

Mulliken atomic charge list, values in e, 4 entries:
1 Ti -0.910
2 Cl -0.189
3 C -0.266
4 C -0.675



[7]
# C28H63BrN2O12P

8 unconnected molecules or ions with the total composition C28H63BrN2O12P (wB97M-V/def2-TZVPD, the OMol25 dataset).

Computed properties:
- Total charge: +1
- Relative energy (zero: lowest compared OMol25 entry of this formula, charge and spin): 0.0 kJ/mol

Atoms and positions in Å:
C 2.02 3.17 -0.75
C 2.84 3.23 0.66
O 4.28 3.22 0.48
P 4.98 1.69 0.74
O 5.54 1.59 2.17
C 3.87 0.23 0.29
C 3.55 -0.77 1.51
C 2.26 -0.39 2.38
C 0.85 -0.88 1.78
C -0.21 0.31 2.00
N -1.57 -0.07 1.52
C -1.50 -0.41 0.05
O -1.16 0.82 -0.63
C -2.31 1.50 -1.15
O -2.17 2.05 -2.28
C -3.71 1.64 -0.35
C -3.97 2.76 0.72
C -5.35 2.74 1.44
C -6.45 1.67 1.17
C -6.21 0.57 0.10
C -4.85 0.58 -0.63
C -0.46 -1.63 -0.25
C -0.19 -1.63 -1.87
Br -1.87 -1.60 -2.92
C 0.84 -2.80 -2.32
C 0.19 -4.27 -2.34
N 0.90 -1.42 0.38
O 6.32 1.61 -0.33
C 5.89 1.75 -1.72
C 6.28 3.19 -2.37
H 1.19 3.96 -0.79
H 1.49 2.15 -0.83
H 2.75 3.23 -1.64
H 2.43 2.40 1.34
H 2.56 4.24 1.14
H 4.43 -0.41 -0.50
H 2.95 0.64 -0.25
H 3.49 -1.86 1.15
H 4.45 -0.74 2.23
H 2.38 -0.92 3.40
H 2.16 0.73 2.64
H 0.48 -1.75 2.45
H -0.31 0.45 3.15
H 0.13 1.32 1.60
H -1.95 -0.89 2.02
H -2.54 -0.83 -0.21
H -3.16 3.55 0.94
H -5.60 3.53 2.24
H -7.46 1.64 1.71
H -6.94 -0.26 -0.16
H -4.61 -0.22 -1.41
H -0.96 -2.60 0.07
H 0.35 -0.64 -2.13
H 1.20 -2.50 -3.37
H 1.77 -2.78 -1.64
H 0.34 -4.76 -1.31
H 0.76 -4.87 -3.14
H -0.91 -4.31 -2.64
H 1.45 -0.86 -0.29
H 1.35 -2.36 0.44
H 6.37 0.87 -2.31
H 4.76 1.64 -1.88
H 7.40 3.39 -2.35
H 5.65 3.96 -1.80
H 5.84 3.15 -3.44
C -1.32 -8.30 -1.89
O -0.23 -7.44 -2.19
H -1.64 -8.11 -0.86
H -2.15 -8.09 -2.56
H -1.00 -9.34 -1.99
H 0.04 -7.62 -3.10
C -4.10 -3.86 1.17
O -3.26 -3.17 0.26
H -3.49 -4.21 2.01
H -4.87 -3.18 1.55
H -4.56 -4.72 0.68
H -3.82 -2.87 -0.47
C -8.65 1.77 4.40
O -8.93 0.63 3.60
H -7.57 1.93 4.42
H -9.13 2.65 3.96
H -9.02 1.61 5.41
H -9.89 0.52 3.59
C 8.24 -1.15 -4.31
O 7.25 -1.25 -3.30
H 7.77 -0.80 -5.23
H 9.01 -0.43 -4.00
H 8.69 -2.12 -4.48
H 7.69 -1.56 -2.50
C 9.17 2.84 1.63
O 8.93 1.70 0.82
H 10.25 3.01 1.67
H 8.69 3.71 1.19
H 8.80 2.66 2.64
H 7.97 1.57 0.80
C -4.56 5.41 5.09
O -4.27 4.29 4.26
H -5.27 6.06 4.58
H -4.99 5.07 6.03
H -3.64 5.97 5.29
H -3.64 3.74 4.73
C -5.59 -0.39 -4.44
O -5.89 -0.89 -3.14
H -4.56 -0.67 -4.69
H -6.27 -0.83 -5.17
H -5.68 0.70 -4.45
H -6.80 -0.63 -2.94

Mulliken atomic charge list, values in e, 4 entries:
1 C -0.501
2 C 0.172
3 O -0.450
4 P 1.065



[8]
# C10H12N5

A gas-phase ion, C10H12N5 (charge +1) (wB97M-V/def2-TZVPD, the OMol25 dataset).

Computed properties:
- Total charge: +1
- Relative energy (zero: lowest compared OMol25 entry of this formula, charge and spin): 538.7 kJ/mol

Atoms and positions in Å:
C 3.65 -0.67 -0.56
C -3.67 -1.13 -0.60
C -3.37 -0.39 0.54
C -2.63 -1.78 -1.28
C -2.08 -0.05 0.75
C -1.29 -1.65 -0.94
C -0.98 -0.74 0.10
C 1.38 -1.03 0.49
C 2.31 -0.07 -0.58
C 0.89 2.96 0.64
N 4.69 -1.11 -0.54
N 2.09 -1.90 0.99
N 2.24 1.26 -0.25
N 0.29 -0.37 0.60
N 1.04 1.76 -0.17
H -4.70 -1.26 -0.90
H -4.04 0.17 1.13
H -3.00 -2.44 -2.13
H -1.61 0.77 1.43
H -0.50 -2.18 -1.48
H 1.84 -0.35 -1.50
H 0.25 3.68 0.15
H 0.29 2.62 1.59
H 1.95 3.45 0.88
H 1.92 -2.50 1.81
H 2.82 1.68 0.47
H 0.21 1.26 -0.65

Mulliken atomic charge list, values in e, 4 entries:
1 C 0.009
2 C -0.343
3 C -0.734
4 C -0.498



[9]
# CH16O6

7 unconnected molecules or ions with the total composition CH16O6 (wB97M-V/def2-TZVPD, the OMol25 dataset).

Computed properties:
- Structure (SMILES): C.O.O.O.O.O.O
- Relative energy (zero: lowest compared OMol25 entry of this formula, charge and spin): 68.9 kJ/mol

Atoms and positions in Å:
C -0.59 0.74 -4.56
H -1.06 0.23 -3.71
H -0.51 1.82 -4.47
H -1.00 0.48 -5.53
H 0.43 0.32 -4.49
O 0.65 2.23 0.86
H 0.51 2.99 0.34
H -0.17 1.68 0.77
O 2.55 -1.77 0.59
H 2.43 -1.77 -0.34
H 2.62 -0.78 0.86
O 0.21 -2.69 1.87
H 0.65 -2.65 2.70
H 0.96 -2.51 1.20
O -4.10 -0.23 -0.18
H -4.49 -1.02 0.27
H -4.66 0.57 -0.02
O 3.13 0.94 0.63
H 2.34 1.59 0.71
H 3.45 1.01 1.49
O -1.51 0.51 0.87
H -2.43 0.37 0.55
H -1.36 -0.38 1.23

Mulliken atomic charge list, values in e, 4 entries:
1 C -0.901
2 H 0.192
3 H 0.220
4 H 0.254



[10]
# C17H15N3O4S3

A single C17H15N3O4S3 molecule (wB97M-V/def2-TZVPD, the OMol25 dataset).

Computed properties:
- Structure (SMILES): CCOC(=O)CC(=O)CSc1nc2c(sc(=S)n2-c2ccccc2)c(=O)[nH]1
- Relative energy (zero: lowest compared OMol25 entry of this formula, charge and spin): 1274.0 kJ/mol

Atoms and positions in Å:
C 4.36 0.48 2.62
C 4.49 -0.71 1.57
O 3.24 -0.85 0.54
C 3.24 0.02 -0.32
O 4.17 0.60 -0.55
C 1.95 0.16 -1.25
C 1.08 1.28 -0.62
O 0.95 1.34 0.63
C 0.57 2.41 -1.57
S -0.40 3.62 -0.88
C -1.82 2.59 -0.54
N -1.87 1.28 -0.39
C -2.89 0.52 -0.06
C -4.10 1.29 0.41
S -5.34 0.32 0.74
C -4.35 -1.09 0.43
S -4.71 -2.54 0.09
N -2.97 -0.65 -0.14
C -1.95 -1.73 -0.38
C -2.06 -2.50 -1.53
C -0.96 -3.25 -1.64
C 0.16 -3.35 -0.68
C 0.11 -2.41 0.38
C -0.82 -1.32 0.43
C -3.99 2.87 0.39
O -5.02 3.53 0.95
N -2.90 3.31 -0.03
H 3.24 0.64 3.16
H 5.19 0.31 3.42
H 4.30 1.48 2.22
H 4.40 -1.56 2.09
H 5.31 -0.73 0.96
H 1.44 -0.78 -0.69
H 2.13 0.34 -2.17
H -0.05 1.77 -2.44
H 1.49 2.54 -2.18
H -2.87 -2.48 -2.02
H -1.05 -4.22 -2.40
H 0.91 -4.07 -0.89
H 1.09 -2.13 0.96
H -0.79 -0.75 1.08
H -2.90 4.42 0.28

Mulliken atomic charge list, values in e, 4 entries:
1 C -0.915
2 C -0.419
3 O -0.462
4 C 0.440



[11]
# C8H7N3

A molecular structure, C8H7N3 (wB97M-V/def2-TZVPD, the OMol25 dataset).

Computed properties:
- Relative energy (zero: lowest compared OMol25 entry of this formula, charge and spin): 693.6 kJ/mol

Atoms and positions in Å:
C -2.11 1.32 -2.05
C -1.74 0.44 -1.06
C -0.46 0.74 -0.62
C 0.22 -0.09 0.37
C 0.45 -1.47 0.30
C 1.24 -2.13 1.34
C 1.75 -1.27 2.37
C 0.99 0.57 1.46
H -3.19 1.31 -2.93
H -2.43 -0.43 -0.36
H -0.62 2.51 -3.05
H -0.08 -1.99 -0.16
H 1.74 -3.07 1.33
H 2.22 -1.83 2.94
H 1.15 1.90 1.34
N 0.01 1.53 -1.40
N -0.83 1.96 -2.25
N 1.68 0.01 2.44

Mulliken atomic charge list, values in e, 4 entries:
1 C -0.434
2 C -0.260
3 C 0.508
4 C 0.428